[1]
ORCA calculation (ωB97M-V/def2-TZVPD) on the molecule C2H8NOP at a distorted geometry.

Cartesian coordinates (Å):
C -0.477 -1.631 -0.070
C 1.436 1.000 -0.006
H -0.761 -1.719 -1.071
P -1.149 -0.012 0.357
H -0.938 -2.459 0.441
H -1.240 0.154 1.727
H 2.068 1.080 -0.824
H 1.722 0.121 0.483
H 0.552 -1.529 -0.046
H 1.763 1.782 0.598
N -0.007 1.010 -0.301
O -2.762 0.458 -0.312
H -0.207 1.745 -0.975

- F_max (eV/Å) = 2.404
- charge = 0
- highest occupied orbital energy (alpha / beta) (eV) = -4.57 / -9.68
- energy relative to the best compared isomer or geometry (same formula, charge and spin) (kcal/mol) = 53.8
- frontier orbital gap (alpha / beta) (eV) = 5.59 / 8.20
- multiplicity = 3
- E (eV) = -15024.707

[2]
ORCA calculation (ωB97M-V/def2-TZVPD) on a cluster of 2 separate species, C2H8NOS in total at a distorted geometry.

Cartesian coordinates (Å):
N -0.693 0.745 1.150
H -0.749 0.730 2.160
H 1.562 1.984 -2.618
O 2.370 2.522 -2.561
H -0.697 -2.578 0.644
H -0.391 -1.680 -0.869
C -1.364 -0.485 0.670
H 2.808 2.233 -1.730
H -2.163 -0.247 -0.047
H -2.017 -0.823 1.499
S 1.423 -1.362 0.545
H 0.299 0.589 0.937
C -0.389 -1.627 0.219

- F_max (eV/Å) = 1.311
- charge = -1
- highest occupied orbital energy (eV) = -2.57
- energy relative to the best compared isomer or geometry (same formula, charge and spin) (kcal/mol) = 16.5
- frontier orbital gap (eV) = 6.59
- E (eV) = -16577.115

[3]
ORCA calculation (ωB97M-V/def2-TZVPD) on a cluster of 2 separate species, C2H8NS in total at a distorted geometry.

Cartesian coordinates (Å):
C -0.345 2.510 -1.047
H -2.014 0.056 -0.088
H -0.667 -0.225 0.825
H -0.571 0.482 -1.780
H 0.685 0.623 -0.650
C -0.316 1.005 -0.849
H -1.006 3.045 -0.338
S 0.907 -2.098 0.948
H -0.759 2.850 -2.023
H 0.650 2.960 -0.848
H 1.864 -1.700 0.099
N -1.153 0.469 0.243

- F_max (eV/Å) = 1.336
- charge = -2
- highest occupied orbital energy (alpha / beta) (eV) = 4.31 / -0.31
- energy relative to the best compared isomer or geometry (same formula, charge and spin) (kcal/mol) = 9.7
- frontier orbital gap (alpha / beta) (eV) = 2.52 / 7.06
- multiplicity = 2
- E (eV) = -14525.498

[4]
ORCA calculation (ωB97M-V/def2-TZVPD) on a cluster of 2 separate species, C2H8NS in total at a distorted geometry.

Cartesian coordinates (Å):
H 0.206 0.797 -1.918
C -1.232 -0.910 -1.803
H 1.457 1.096 3.152
S 1.997 0.897 2.038
H -0.634 -0.611 0.602
H -0.888 0.983 0.402
C -0.397 0.064 -1.364
H 2.372 -0.389 2.315
H -1.420 -1.014 -2.851
N -0.277 0.205 0.113
H -1.834 -1.544 -1.137
H 0.650 0.426 0.453

- F_max (eV/Å) = 3.136
- charge = +1
- highest occupied orbital energy (eV) = -14.40
- energy relative to the best compared isomer or geometry (same formula, charge and spin) (kcal/mol) = 21.9
- frontier orbital gap (eV) = 10.94
- E (eV) = -14521.222

[5]
ORCA calculation (ωB97M-V/def2-TZVPD) on the ion C2H8NS with charge +1 at a distorted geometry.

Cartesian coordinates (Å):
H -0.009 -1.237 -0.688
H -0.817 1.120 0.989
H -0.149 -1.170 0.767
H 1.646 0.980 -0.339
H 1.903 0.058 1.266
H -2.547 -0.056 -1.326
H -0.846 1.178 -0.718
C -0.890 0.540 0.104
C 1.622 -0.079 0.202
N 0.267 -0.573 0.083
S -2.595 -0.164 -0.014
H 2.414 -0.596 -0.325

- F_max (eV/Å) = 4.896
- charge = +1
- highest occupied orbital energy (alpha / beta) (eV) = -9.27 / -16.90
- energy relative to the best compared isomer or geometry (same formula, charge and spin) (kcal/mol) = 0.0
- frontier orbital gap (alpha / beta) (eV) = 5.93 / 8.89
- multiplicity = 3
- E (eV) = -14515.837

[6]
ORCA calculation (ωB97M-V/def2-TZVPD) on a structure of composition C2H8NS2 at a distorted geometry.

Cartesian coordinates (Å):
H 0.926 1.249 -1.464
H -1.760 -0.794 0.104
S 2.242 0.262 0.849
N 0.037 1.034 -0.860
H -1.163 0.357 1.195
S 3.311 0.274 -0.817
H -0.784 -1.232 1.414
C 0.199 -0.251 -0.297
H 3.629 -1.076 -0.683
H -0.197 1.667 -0.038
H 0.450 -1.166 -0.838
C -0.960 -0.511 0.664
H -0.773 1.246 -1.512

- F_max (eV/Å) = 4.725
- charge = +1
- highest occupied orbital energy (eV) = -13.39
- energy relative to the best compared isomer or geometry (same formula, charge and spin) (kcal/mol) = 46.7
- frontier orbital gap (eV) = 8.57
- E (eV) = -25355.510

[7]
ORCA calculation (ωB97M-V/def2-TZVPD) on the ion C2H8NS2 with charge +2 at a distorted geometry.

Cartesian coordinates (Å):
S -0.158 -1.824 1.352
H -0.937 0.838 -2.175
H 1.376 -1.611 3.595
N -0.463 1.311 -1.395
C 0.320 -0.644 0.047
H 0.408 -1.169 -0.936
H -0.722 1.196 0.603
S 1.678 -1.965 2.307
C -0.722 0.435 -0.174
H -0.882 2.248 -1.404
H 0.497 1.412 -1.741
H -1.758 0.093 -0.231
H 1.364 -0.320 0.150

- F_max (eV/Å) = 2.828
- charge = +2
- highest occupied orbital energy (alpha / beta) (eV) = -19.50 / -19.57
- energy relative to the best compared isomer or geometry (same formula, charge and spin) (kcal/mol) = 14.7
- frontier orbital gap (alpha / beta) (eV) = 10.58 / 7.14
- multiplicity = 2
- E (eV) = -25344.646

[8]
ORCA calculation (ωB97M-V/def2-TZVPD) on a cluster of 2 separate species, C2H8O2 in total at a distorted geometry.

Cartesian coordinates (Å):
H 23.279 13.121 -6.433
O 24.058 12.310 -8.138
H 24.336 11.594 -6.196
H 21.882 8.220 -11.514
H 23.032 8.696 -9.524
C 24.122 12.507 -6.751
C 21.663 7.685 -10.589
O 22.793 7.772 -9.623
H 20.762 8.124 -10.162
H 24.946 13.139 -6.420
H 21.439 6.642 -10.813
H 24.309 13.161 -8.505

- F_max (eV/Å) = 2.005
- charge = 0
- highest occupied orbital energy (eV) = -10.32
- energy relative to the best compared isomer or geometry (same formula, charge and spin) (kcal/mol) = 23.9
- SMILES string = CO.CO
- frontier orbital gap (eV) = 11.10
- E (eV) = -6297.375